108
Properties=species:S:1:pos:R:3:lowdin_charge:R:1 method="wB97M-V/def2-TZVPD" charge=-1 de_lowest_kcal_mol=113.22 energy_ha=-2056.025727 orbital_gap_ev=7.9 spin_multiplicity=1 homo_ev=-5.651
C -0.96019 -0.11698 0.12996 -0.918
O -1.61022 0.20071 1.02276 0.010
O 0.06739 0.70693 -0.19672 0.097
O -1.15906 -1.14549 -0.44557 0.046
H 0.17707 1.33180 0.45988 0.002
C 2.67016 -1.88824 1.16963 -0.050
C 3.61716 -0.80375 0.99158 -0.459
C 3.53696 0.29326 1.95263 -0.177
O 3.96151 -0.31249 3.22691 -0.179
C 3.63977 0.52644 4.39424 -0.038
N 4.98041 -1.34634 1.01610 0.051
H 2.71146 -2.21390 2.10163 0.041
H 2.95651 -2.69834 0.60879 0.067
H 1.77793 -1.43509 0.83790 0.078
H 3.41233 -0.33048 0.06259 0.136
H 2.59770 0.84272 1.87096 0.119
H 4.19276 1.01627 1.67741 0.090
H 2.54992 0.54014 4.50106 0.099
H 4.16059 1.51607 4.46602 0.112
H 3.95528 0.02433 5.08745 -0.025
H 5.19955 -1.49802 2.06600 0.110
H 5.70031 -0.69941 0.92069 0.029
C 0.28428 -6.17381 -1.12821 -0.067
C -0.10831 -4.91637 -0.33674 -0.360
C 0.54851 -4.74609 1.12843 -0.141
O 0.01227 -5.79299 1.95159 -0.173
C 0.71759 -5.93139 3.18109 -0.111
N 0.15572 -3.67184 -1.09038 0.040
H 1.39606 -6.33875 -1.40331 0.098
H -0.27055 -6.28133 -2.13561 0.104
H 0.07294 -6.89466 -0.47157 0.003
H -1.12263 -5.01705 -0.35686 0.092
H 0.54435 -3.77094 1.45471 0.072
H 1.53162 -4.75115 0.89464 0.077
H 0.70890 -4.95290 3.70412 0.076
H 1.65387 -6.19466 3.04644 0.008
H 0.13146 -6.74431 4.01060 0.160
H -0.00222 -2.77247 -0.56078 0.060
H -0.55480 -3.63343 -1.78213 0.009
C -0.46678 -0.13117 -4.19964 -0.030
C 0.59532 -1.12524 -3.79240 -0.443
C 1.60102 -1.52941 -4.91995 -0.165
O 0.87817 -2.14756 -6.03577 -0.238
C 1.60040 -2.19444 -7.27209 -0.118
N 1.44701 -0.61306 -2.77168 0.016
H -0.89693 0.29565 -3.15524 0.110
H -1.32999 -0.59031 -4.52222 0.028
H -0.22712 0.69836 -4.84892 0.075
H 0.33753 -2.14312 -3.23016 0.153
H 2.30250 -2.25410 -4.77555 0.082
H 2.13691 -0.60624 -5.19822 0.121
H 1.17784 -2.78362 -8.12505 0.086
H 2.66576 -2.50613 -7.05919 0.090
H 1.49854 -1.11049 -7.42959 0.081
H 2.00528 -1.44914 -2.68286 0.065
H 0.98846 -0.29386 -1.91055 0.050
C -4.46669 1.60158 -2.62115 -0.071
C -3.42250 1.55284 -1.55917 -0.403
C -3.25894 2.95259 -0.82905 -0.100
O -2.87815 3.90507 -1.90294 -0.165
C -2.71254 5.11212 -1.19306 -0.146
N -3.85550 0.66973 -0.48528 0.069
H -5.52721 1.75731 -2.38840 0.087
H -4.71975 0.74818 -3.12691 0.024
H -4.23561 2.49895 -3.18885 0.076
H -2.46276 1.06316 -1.95708 0.142
H -2.37476 2.64983 -0.12119 0.152
H -4.08694 3.22571 -0.47839 0.046
H -2.06510 4.92992 -0.44338 0.025
H -3.67215 5.62705 -0.84310 0.109
H -2.28909 5.95788 -1.79125 0.094
H -3.12397 0.70967 0.14605 -0.017
H -3.66260 -0.19244 -1.00697 0.053
C 1.89364 3.95443 0.29566 -0.010
C 1.26940 3.64863 1.73750 -0.290
C 1.13975 4.95409 2.61351 -0.203
O 2.26615 5.73885 2.78851 -0.183
C 2.14328 6.89058 3.64177 -0.093
N 0.04187 2.99125 1.39859 0.104
H 1.36522 4.28089 -0.40033 -0.030
H 2.20379 3.01941 -0.26279 0.103
H 2.71274 4.66533 0.22915 0.075
H 1.93518 3.06336 2.26626 0.092
H 0.55532 4.93529 3.50331 0.114
H 0.51380 5.56864 2.10823 0.083
H 1.20841 7.36004 3.58389 0.052
H 2.93846 7.69143 3.92578 0.126
H 1.87267 6.36820 4.54101 0.064
H -0.77475 3.23378 1.34002 -0.050
H -0.21917 2.56143 2.29848 0.107
C -3.66263 -2.29026 -2.73594 -0.130
O -2.31029 -2.79026 -2.40215 -0.150
H -3.72791 -1.25189 -3.20824 0.063
H -4.39234 -2.28065 -1.72023 0.133
H -4.29468 -2.91531 -3.35990 0.046
H -2.07453 -2.46590 -1.54533 0.003
C -0.40187 -1.04928 3.60908 -0.154
O -1.61946 -1.44007 3.07798 -0.079
H -0.45822 -0.72522 4.65298 0.088
H 0.07188 -0.63017 2.89162 -0.023
H 0.34432 -2.08423 3.48569 0.126
H -1.57131 -1.13432 2.22606 -0.021
C -3.65926 2.14401 3.03062 -0.163
O -2.32063 1.84632 2.93116 -0.131
H -4.05878 1.90780 2.14146 0.046
H -3.86923 3.02869 3.14974 -0.009
H -4.15439 1.65685 3.83782 0.089
H -2.24047 1.33703 2.02031 0.075


22
Properties=species:S:1:pos:R:3:lowdin_charge:R:1 method="wB97M-V/def2-TZVPD" de_lowest_kcal_mol=118.63 energy_ha=-1618.202820 orbital_gap_ev=9.4 spin_multiplicity=1 homo_ev=-9.929
N 0.32849 -0.87654 -1.97593 -0.032
C -0.23069 0.09760 -1.08840 -0.329
C 0.88612 0.79019 -0.21868 -0.657
Cl 2.40520 0.79438 -1.07177 0.821
N 0.62260 2.30141 -0.06328 -0.447
O 0.89300 2.78110 0.98097 0.108
O 0.31086 2.90630 -1.05042 0.080
C 1.04762 0.21753 1.20362 -0.160
C 0.72938 -1.27820 1.25552 -0.032
C -0.39677 -1.73515 0.69366 -0.049
C -1.28748 -0.73917 -0.18859 -0.642
Cl -2.22844 -1.75040 -1.30827 0.764
N -2.08730 0.07279 0.64686 -0.384
O -1.49506 1.06262 1.05102 0.073
O -3.23764 -0.14268 0.81154 0.130
H 0.99222 -0.40338 -2.67377 0.098
H 0.81618 -1.65310 -1.56621 0.072
H -0.80742 0.91154 -1.57830 0.155
H 0.29784 0.78758 1.86531 0.142
H 2.01853 0.43598 1.51872 0.082
H 1.25650 -1.86581 2.00190 0.115
H -0.83373 -2.71460 0.75451 0.093


9
Properties=species:S:1:pos:R:3:lowdin_charge:R:1 method="wB97M-V/def2-TZVPD" de_lowest_kcal_mol=15.00 energy_ha=-316.391953 orbital_gap_ev=11.5 spin_multiplicity=1 homo_ev=-10.356
F -0.84605 1.17716 -0.08687 0.081
C -0.19583 -0.01071 -0.02737 -0.534
F -1.07965 -1.04786 0.03775 0.086
C 1.03289 0.03630 0.78209 -0.060
C 1.16648 -0.16826 -0.68873 -0.046
H 1.16650 1.06344 1.10877 0.119
H 1.33059 -0.85530 1.37292 0.128
H 1.21464 -1.15668 -1.09305 0.099
H 1.59832 0.64078 -1.34257 0.128


160
Properties=species:S:1:pos:R:3:lowdin_charge:R:1 method="wB97M-V/def2-TZVPD" de_lowest_kcal_mol=15.39 energy_ha=-2907.570757 orbital_gap_ev=8.9 spin_multiplicity=1 homo_ev=-8.291
C -1.27772 14.41116 -5.90449 -0.135
O -0.52710 15.41656 -6.50908 -0.182
C 0.28944 14.95124 -7.57223 -0.203
C 0.81249 16.12771 -8.37769 -0.434
C -0.29865 16.74999 -9.25236 -0.046
N 1.95631 15.71495 -9.16022 0.032
H -0.64267 13.68805 -5.35718 0.088
H -1.94440 13.83590 -6.54657 0.058
H -1.77599 14.86298 -5.04391 0.079
H 1.10991 14.38573 -7.11920 0.130
H -0.32118 14.31196 -8.22498 0.108
H 1.09912 16.87868 -7.63447 0.140
H -1.24481 16.69500 -8.69917 0.069
H -0.45103 16.10207 -10.11714 0.061
H -0.09038 17.80058 -9.43709 0.075
H 2.31892 16.49278 -9.69754 0.071
H 1.70236 14.99486 -9.82843 0.074
C -6.87822 13.71876 -8.16037 -0.122
O -5.68478 14.45484 -8.12697 -0.207
C -4.73226 13.95652 -7.17577 -0.176
C -5.11650 13.87977 -5.71738 -0.408
C -5.28067 15.19802 -4.98479 -0.035
N -4.09824 13.06692 -5.04534 0.096
H -7.46087 13.95775 -9.05170 0.089
H -7.53136 13.86782 -7.29327 0.061
H -6.66827 12.64147 -8.21742 0.085
H -4.41262 12.97124 -7.53952 0.116
H -3.90707 14.63471 -7.40479 0.116
H -6.13969 13.49018 -5.59515 0.128
H -5.86714 15.90969 -5.57026 0.060
H -4.36615 15.70858 -4.66574 0.085
H -5.84416 15.05799 -4.05629 0.059
H -4.25467 12.07270 -5.20070 0.049
H -4.23269 13.22151 -4.05167 0.038
C -6.85384 5.68201 -8.79408 -0.126
O -7.09679 6.94032 -8.22265 -0.172
C -6.04999 7.36210 -7.36502 -0.233
C -6.38232 8.73815 -6.85501 -0.213
N -7.64477 8.87781 -6.14386 -0.039
C -7.78750 10.23277 -5.62972 -0.209
C -9.27557 10.65270 -5.75438 -0.200
O -9.84541 10.37657 -7.03278 -0.200
C -9.26961 11.18042 -8.04576 -0.100
H -7.27800 4.87402 -8.17865 0.087
H -5.80120 5.38750 -8.87391 0.082
H -7.33535 5.64420 -9.77091 0.085
H -5.09659 7.47612 -7.90285 0.116
H -5.77295 6.61840 -6.60840 0.126
H -6.33642 9.40138 -7.72980 0.119
H -5.60970 9.01396 -6.13464 0.095
H -8.49344 8.61788 -6.62414 0.103
H -7.20367 10.94768 -6.22091 0.096
H -7.57198 10.31111 -4.56189 0.109
H -9.52643 11.67062 -5.44830 0.106
H -9.83608 9.94517 -5.13597 0.122
H -8.32212 10.79118 -8.42955 0.080
H -9.20833 12.20687 -7.67611 0.078
H -9.94406 11.15647 -8.90377 0.092
C -1.68404 6.31974 -11.23953 -0.134
O -1.48339 7.41007 -10.37442 -0.173
C -2.18528 8.55628 -10.83199 -0.238
C -2.09152 9.61422 -9.76355 -0.223
N -2.59212 10.90063 -10.17501 -0.069
C -2.05073 12.01948 -9.37315 -0.192
C -2.48243 13.33401 -9.99886 -0.241
O -1.60362 13.68160 -11.05123 -0.193
C -2.22245 14.59142 -11.95060 -0.107
H -2.72000 6.06913 -11.50753 0.084
H -1.34950 5.44313 -10.68071 0.088
H -1.16645 6.40551 -12.20016 0.088
H -3.22314 8.28769 -11.07551 0.121
H -1.83169 8.94584 -11.79785 0.126
H -1.02527 9.68475 -9.49895 0.121
H -2.60038 9.31331 -8.83993 0.117
H -2.71990 11.14333 -11.14242 0.107
H -0.97796 11.95194 -9.17349 0.118
H -2.58922 11.88136 -8.42937 0.104
H -2.36901 14.10939 -9.22909 0.102
H -3.53807 13.24094 -10.27210 0.121
H -2.65717 15.45278 -11.43445 0.085
H -2.96148 14.01792 -12.51860 0.084
H -1.48617 14.98778 -12.64911 0.087
C 3.17292 9.21510 0.19476 -0.093
O 3.13850 9.92469 -1.04524 -0.185
C 2.83508 11.27480 -0.80323 -0.237
C 1.33700 11.56525 -0.60390 -0.200
N 0.56807 10.75192 -1.58816 -0.062
C -0.86740 10.92220 -1.36049 -0.203
C -1.40252 12.31892 -1.68745 -0.210
O -2.76762 12.14739 -2.02664 -0.218
C -3.66260 13.14417 -1.60222 -0.113
H 3.60051 8.23776 -0.00214 0.090
H 2.17598 9.18667 0.64459 0.083
H 3.79406 9.75755 0.91604 0.086
H 2.97864 11.88540 -1.70107 0.124
H 3.48044 11.70755 -0.03695 0.117
H 1.05630 12.60261 -0.76611 0.112
H 0.96649 11.22109 0.37421 0.106
H 0.84829 9.78982 -1.44746 0.097
H -1.12943 10.69085 -0.32177 0.118
H -1.35771 10.24647 -2.05745 0.098
H -0.81712 12.88129 -2.42142 0.126
H -1.40317 12.91333 -0.76358 0.114
H -3.31303 14.00911 -2.18441 0.094
H -3.68451 13.46469 -0.55116 0.093
H -4.67102 12.79075 -1.80888 0.074
C -8.91400 16.22118 -6.56619 -0.099
O -9.20218 14.95816 -6.00145 -0.204
C -10.24317 14.93233 -5.05735 -0.221
C -10.13931 16.01386 -3.96903 -0.221
N -8.86482 16.09825 -3.31160 -0.037
C -8.86084 15.84950 -1.88256 -0.220
C -7.46892 15.49755 -1.40931 -0.224
O -7.00685 14.27221 -1.96505 -0.224
C -7.65692 13.16565 -1.32182 -0.082
H -8.37408 16.03541 -7.49247 0.063
H -8.31721 16.83941 -5.88741 0.072
H -9.84280 16.76314 -6.77787 0.101
H -10.39746 13.91881 -4.67813 0.112
H -11.22913 15.07298 -5.53190 0.122
H -11.03137 15.83795 -3.35563 0.122
H -10.39542 16.94817 -4.48189 0.103
H -8.18638 15.46986 -3.72794 0.093
H -9.60231 15.06363 -1.66590 0.104
H -9.21581 16.67322 -1.25006 0.122
H -7.42049 15.48997 -0.31327 0.121
H -6.74263 16.26969 -1.66987 0.127
H -7.38348 12.29632 -1.91395 0.085
H -8.74495 13.24158 -1.35484 0.076
H -7.33021 13.16177 -0.28170 0.092
C -7.23285 20.14370 -6.37137 -0.104
O -6.07997 19.67483 -7.02580 -0.201
C -5.80577 18.29037 -6.93601 -0.213
C -5.13355 17.84327 -8.22769 -0.185
N -5.88982 18.20146 -9.41816 -0.062
C -6.93473 17.26494 -9.91726 -0.164
C -6.21621 16.25637 -10.77930 -0.216
O -7.21500 15.37206 -11.30219 -0.206
C -6.64495 14.21194 -11.88022 -0.109
H -7.34972 21.19591 -6.61777 0.086
H -7.09909 20.00972 -5.29052 0.090
H -8.12810 19.59266 -6.68470 0.083
H -6.72964 17.70889 -6.81499 0.080
H -5.21802 18.11900 -6.02894 0.120
H -5.10223 16.74992 -8.21292 0.094
H -4.09755 18.15193 -8.36539 0.114
H -6.25139 19.14032 -9.32722 0.095
H -7.72644 17.85151 -10.37398 0.125
H -7.37203 16.82508 -9.01119 0.087
H -5.44244 15.67203 -10.27911 0.104
H -5.78044 16.79442 -11.62876 0.126
H -6.29235 13.55509 -11.07488 0.075
H -5.72268 14.49948 -12.40554 0.076
H -7.32260 13.73764 -12.58161 0.087
C -3.76002 9.71817 -3.99413 -0.132
O -3.69599 9.93321 -5.40542 -0.148
H -4.10350 8.73942 -3.63284 0.085
H -2.74765 9.87296 -3.61373 0.063
H -4.46775 10.47954 -3.65390 0.071
H -2.82324 9.60774 -5.64591 0.083